Record 1
{
  "formula": "C24H38N4OP2Sn",
  "method": "ωB97M-V/def2-TZVPD",
  "e_lumo_ev": -0.47,
  "max_force_ev_per_a": 4.5,
  "gap_ha": 0.18475,
  "mol_weight_g_mol": 579.3,
  "total_charge": 0,
  "de_lowest_kcal_mol": 214.4,
  "homo_energy_ev": -5.50,
  "species": ["Sn", "C", "P", "C", "C", "C", "P", "C", "C", "H", "H", "H", "H", "H", "H", "H", "H", "H", "H", "H", "H", "H", "H", "H", "H", "C", "C", "C", "C", "C", "C", "N", "N", "C", "C", "C", "C", "C", "C", "H", "H", "H", "H", "H", "H", "H", "H", "H", "C", "C", "N", "C", "C", "N", "C", "C", "H", "H", "H", "H", "H", "H", "H", "H", "H", "H", "H", "H", "H", "O"],
  "positions_angstrom": [[0.04924, 0.18451, -0.33905], [-0.89618, 4.46544, 1.31854], [-1.52897, 2.74172, 1.44202], [-1.99240, 2.82225, 3.25039], [-3.25819, 2.96590, 0.81467], [-3.25842, 2.98086, -0.72908], [-1.98700, 1.79530, -1.39167], [-3.10121, 0.29650, -1.51126], [-1.26491, 2.17672, -4.44159], [-1.54547, 5.16566, 1.84820], [-0.84431, 4.76515, 0.26990], [0.11166, 4.52524, 1.73128], [-2.65680, 3.64679, 3.50653], [-1.06466, 2.92612, 3.83379], [-2.30731, 1.83994, 3.60638], [-3.69024, 3.88326, 1.22704], [-3.84225, 2.11836, 1.18477], [-2.99908, 3.98726, -1.06880], [-4.24318, 2.74139, -1.13349], [-3.99450, 0.54191, -2.08729], [-3.42562, -0.05699, -0.52659], [-2.59218, -0.52764, -2.01669], [-2.21630, 2.26168, -4.95694], [0.28521, 1.23298, -6.45024], [-0.56974, 2.99622, -4.60711], [2.76141, -5.64690, -0.62058], [2.48849, -5.63502, -1.98652], [1.80697, -4.56174, -2.50719], [1.35246, -3.48663, -1.72160], [1.55543, -3.49035, -0.35093], [2.31419, -4.60455, 0.15501], [0.76066, -2.33791, -2.36933], [0.81638, -2.39052, -3.60041], [0.38242, -1.27279, -4.36610], [0.44910, -1.56859, -5.67927], [0.14992, -0.84548, -6.90225], [-0.12132, 0.45006, -7.08122], [-0.72796, 0.88686, -4.35466], [-0.15666, -0.06114, -3.76178], [3.27540, -6.48935, -0.17122], [2.81584, -6.44612, -2.62399], [1.62429, -4.50531, -3.56882], [1.52672, -1.35291, 0.86497], [2.49417, -4.62003, 1.22390], [0.75426, -2.59901, -5.82887], [0.13689, -1.47535, -7.78717], [-0.38761, 0.81854, -8.06568], [-1.45450, 2.07875, -3.23157], [2.18369, -1.23055, 4.35087], [2.04291, -1.01116, 2.86897], [0.96805, 0.00785, 2.65674], [-0.17116, -0.39956, 3.45962], [0.08034, -0.09826, 4.94755], [1.55978, 0.00127, 5.10661], [2.07563, 1.24200, 4.47452], [1.45104, 1.32027, 3.06689], [3.22188, -1.34282, 4.66919], [1.61622, -2.07628, 4.75181], [0.95881, -3.29130, 0.52061], [2.96415, -0.63003, 2.42633], [-0.29638, -1.47032, 3.29314], [-1.09346, 0.09493, 3.14386], [-0.26760, -0.90802, 5.58752], [-0.35425, 0.84086, 5.29474], [1.81541, -0.01661, 6.08931], [3.15761, 1.13157, 4.43060], [1.83777, 2.09844, 5.10534], [2.21220, 1.63811, 2.35547], [0.66225, 2.04290, 3.07113], [1.59094, -1.26436, -0.10927]],
  "forces_ev_per_a": [[1.35, -1.18, 0.20], [0.00, 0.05, -0.31], [-0.50, 0.01, 0.86], [1.20, -0.38, 0.28], [0.14, -0.05, -0.54], [0.30, 0.25, 0.38], [-0.71, -0.07, -0.17], [0.16, -0.06, 0.10], [-0.16, -0.39, 0.59], [0.00, 0.00, 0.00], [0.04, 0.00, 0.01], [-0.01, -0.01, 0.02], [-0.19, -0.21, 0.06], [-0.07, 0.47, -0.14], [-0.76, 0.14, -0.18], [-0.03, -0.05, 0.11], [0.04, -0.01, 0.03], [-0.04, 0.00, -0.04], [-0.03, 0.07, 0.00], [0.00, -0.04, -0.07], [-0.04, -0.01, -0.04], [0.00, 0.02, -0.02], [-0.02, 0.13, 0.09], [-0.73, -0.22, 0.47], [0.03, -0.05, -0.19], [0.28, 0.00, -0.11], [-0.02, -0.01, 0.20], [0.20, 0.43, -0.15], [-0.11, 0.13, -0.65], [0.27, -4.34, 1.26], [-0.08, 0.58, -0.37], [-0.49, 0.26, 0.03], [0.17, -0.23, 0.03], [-0.27, -0.03, 0.69], [0.58, -0.22, -0.44], [-0.42, -0.14, 0.29], [1.31, 0.62, -0.57], [1.13, -0.33, 1.10], [-0.45, -0.01, -1.63], [0.07, 0.07, 0.00], [-0.08, 0.00, -0.03], [0.00, 0.00, -0.04], [0.74, -0.15, 0.09], [-0.13, -0.07, 0.02], [0.16, 0.07, -0.14], [-0.49, -0.13, 0.10], [-0.06, -0.21, -0.09], [-0.70, 1.05, -0.67], [0.04, -0.13, -0.67], [-0.01, -0.15, 0.23], [0.12, -0.13, -0.20], [-0.39, 0.17, -0.12], [0.08, -0.20, 0.12], [0.20, -0.13, 0.28], [0.30, -0.07, -0.12], [0.45, -0.33, 0.15], [0.01, 0.07, 0.05], [-0.15, 0.10, 0.17], [-0.44, 1.81, -0.55], [0.01, 0.10, 0.04], [0.03, 0.00, 0.07], [0.06, 0.11, -0.03], [-0.03, 0.05, 0.04], [-0.02, 0.01, -0.10], [-0.07, -0.02, 0.03], [0.02, 0.02, -0.01], [-0.11, -0.01, 0.01], [-0.03, 0.07, 0.00], [-0.61, 0.47, -0.17], [-1.01, 2.45, 0.36]],
  "lowdin_charge": [1.23, -0.29, 0.75, -0.31, -0.45, -0.51, 0.57, -0.39, -0.15, 0.04, 0.03, 0.03, 0.04, 0.01, 0.02, 0.07, 0.07, 0.05, 0.06, 0.02, 0.01, 0.00, 0.08, 0.06, 0.09, -0.11, -0.10, -0.04, -0.23, -0.07, -0.08, 0.06, 0.02, -0.27, -0.05, -0.15, 0.01, -0.19, -0.02, 0.10, 0.10, 0.09, -0.12, 0.09, 0.10, 0.09, 0.06, -0.04, -0.15, -0.21, -0.24, -0.19, -0.09, -0.10, -0.09, -0.18, 0.11, 0.10, 0.10, 0.07, 0.13, 0.09, 0.13, 0.12, 0.17, 0.13, 0.13, 0.13, 0.05, -0.58]
}

---

Record 2
{
  "formula": "C24H38N4P2Yb",
  "method": "ωB97M-V/def2-TZVPD",
  "e_lumo_ev": [-2.50, -2.54],
  "max_force_ev_per_a": 3.2,
  "spin_multiplicity": 2,
  "gap_ha": [0.15557, 0.22021],
  "mol_weight_g_mol": 617.6,
  "total_charge": 1,
  "de_lowest_kcal_mol": 0.0,
  "homo_energy_ev": [-6.73, -8.53],
  "species": ["C", "C", "C", "C", "C", "C", "C", "C", "C", "C", "C", "C", "C", "H", "H", "H", "H", "H", "H", "H", "N", "Yb", "C", "H", "H", "C", "H", "H", "P", "P", "C", "H", "H", "H", "C", "H", "H", "H", "C", "H", "H", "H", "C", "H", "H", "H", "H", "H", "C", "N", "C", "C", "N", "N", "C", "C", "H", "H", "H", "H", "H", "H", "H", "H", "H", "H", "H", "H", "H"],
  "positions_angstrom": [[4.08523, -2.82179, -0.51392], [3.47075, -1.66796, -0.03883], [3.11626, -0.66201, -1.01615], [2.57182, -1.19792, -2.21747], [3.06133, -2.42848, -2.67646], [3.92786, -3.16759, -1.86818], [1.41048, -0.46609, -2.80970], [1.68370, 1.00867, -2.68787], [2.38295, 1.47846, -1.53358], [2.25895, 2.86573, -1.18082], [1.96080, 3.77770, -2.18130], [1.55109, 3.31353, -3.44133], [1.32831, 1.94864, -3.65685], [4.61693, -3.47190, 0.18565], [2.77029, -2.77360, -3.67372], [4.45091, -4.04270, -2.26554], [1.21675, -0.76514, -3.84403], [2.01508, 4.84662, -1.96141], [1.36317, 4.03783, -4.23716], [0.88458, 1.60161, -4.59309], [3.12689, 0.66871, -0.72502], [-0.96379, -2.19397, -1.34709], [2.85034, -1.52368, 1.31727], [3.07428, -0.53217, 1.73626], [3.14615, -2.32685, 2.00607], [2.34652, 3.22270, 0.28983], [3.27697, 2.84470, 0.73918], [2.24578, 4.30416, 0.45898], [0.97917, -1.58511, 1.02874], [0.95986, 2.40724, 1.15054], [-0.56468, 3.04331, 0.45516], [-1.36943, 2.31422, 0.60622], [-0.82853, 3.99159, 0.94654], [-0.44886, 3.22568, -0.61946], [1.02646, 2.52907, 2.92782], [0.75738, 3.54880, 3.23617], [0.30827, 1.81094, 3.35577], [2.03546, 2.28208, 3.28841], [0.84592, -3.34425, 0.50789], [1.26925, -3.95178, 1.31254], [-0.20768, -3.67694, 0.39806], [1.42581, -3.56314, -0.39541], [0.46597, -1.77457, 2.77522], [-0.60315, -2.02430, 2.81730], [1.04948, -2.57645, 3.25100], [0.63355, -0.83185, 3.31761], [0.33996, -0.78541, -2.17010], [1.04151, 1.02474, 0.83072], [-3.51440, -1.45101, 2.82999], [-3.97954, -0.77763, 1.62357], [-5.35772, -0.30980, 1.65395], [-3.27275, -0.89935, 0.47714], [-2.36262, -1.87297, 0.29976], [-3.45501, -0.01914, -0.53852], [-4.10105, 1.27292, -0.36683], [-2.58859, -0.18011, -1.72101], [-4.20592, -1.18670, 3.63241], [-2.50455, -1.10918, 3.10480], [-3.51025, -2.54694, 2.71573], [-5.40640, 0.77223, 1.82426], [-5.89868, -0.56134, 0.73244], [-5.84977, -0.80043, 2.49825], [-2.39616, -2.53617, 1.07301], [-3.76561, 1.92798, -1.18011], [-5.19422, 1.17459, -0.44047], [-3.83524, 1.74993, 0.59069], [-1.51564, 0.00402, -1.45537], [-2.77395, -1.17391, -2.18635], [-2.85801, 0.58194, -2.45181]],
  "forces_ev_per_a": [[-0.65, -0.03, -0.11], [0.48, 0.54, -0.87], [-0.65, 0.07, 0.09], [0.06, -0.49, 0.12], [-0.09, -0.06, 0.22], [0.52, -0.32, -0.29], [-0.35, 0.03, 0.53], [-0.20, 0.52, -0.03], [0.22, -0.53, 0.26], [-0.03, -0.60, -0.26], [-0.49, -0.21, 0.00], [-0.02, 0.34, -0.22], [-0.01, 0.11, 0.29], [-0.37, -0.05, -0.22], [0.12, -0.01, 0.36], [-0.30, 0.30, 0.13], [-0.17, 0.00, 0.15], [-0.14, -0.24, -0.16], [0.00, -0.30, 0.25], [0.12, 0.17, 0.21], [-1.73, -0.46, 1.12], [1.61, -1.63, -1.17], [0.21, 0.56, -0.20], [-0.08, -0.26, 0.19], [-0.07, 0.22, -0.09], [0.53, 0.02, -0.07], [-0.24, 0.16, 0.01], [0.12, -0.19, -0.03], [1.01, 0.10, 0.23], [0.91, -0.56, -1.34], [-0.51, 0.20, 0.26], [0.10, 0.20, 0.03], [0.02, -0.27, -0.13], [0.21, -0.13, 0.17], [-0.27, 0.08, 0.48], [0.13, -0.30, 0.03], [0.23, 0.32, -0.06], [-0.29, 0.09, -0.18], [-0.10, -0.38, 0.35], [-0.04, -0.15, -0.13], [0.42, -0.06, 0.12], [-0.07, 0.11, -0.08], [-0.33, -0.06, 0.20], [0.31, 0.04, 0.14], [-0.22, 0.26, -0.02], [-0.07, -0.29, -0.10], [2.38, 1.35, -1.57], [-0.03, 0.50, 0.06], [0.21, -0.11, -0.02], [-0.07, 0.17, 0.13], [-0.40, 0.28, 0.09], [0.99, -1.22, -0.15], [-1.77, 1.40, 1.56], [0.41, -0.02, -0.41], [-0.27, 0.39, -0.09], [-0.76, 0.35, 0.67], [0.27, -0.12, -0.06], [-0.36, -0.14, -0.10], [-0.06, 0.23, 0.17], [-0.18, -0.24, -0.02], [0.18, 0.01, 0.28], [-0.06, 0.06, -0.33], [-0.09, 0.17, -0.24], [-0.13, -0.14, 0.31], [0.40, 0.25, 0.05], [-0.09, -0.22, -0.30], [-0.42, 0.01, -0.18], [-0.03, 0.44, -0.09], [0.04, -0.22, -0.01]],
  "lowdin_charge": [-0.07, -0.27, -0.25, -0.21, -0.07, -0.11, -0.12, -0.16, -0.24, -0.26, -0.07, -0.10, -0.05, 0.11, 0.11, 0.10, 0.12, 0.11, 0.10, 0.11, 0.12, 0.85, -0.28, 0.07, 0.09, -0.24, 0.10, 0.11, 0.83, 0.95, -0.19, 0.04, 0.07, 0.06, -0.21, 0.07, 0.05, 0.07, -0.33, 0.06, -0.01, 0.03, -0.29, 0.01, 0.05, 0.03, 0.02, 0.00, -0.04, -0.14, -0.05, -0.41, -0.04, -0.13, -0.05, -0.12, 0.09, 0.08, 0.10, 0.09, 0.11, 0.09, 0.04, 0.10, 0.09, 0.09, 0.05, 0.02, 0.10]
}

---

Record 3
{
  "formula": "C24H38N6S",
  "method": "ωB97M-V/def2-TZVPD",
  "e_lumo_ev": 0.30,
  "max_force_ev_per_a": 0.8,
  "gap_ha": 0.28525,
  "smiles": "CCCCN(C)CCNC(=S)Nc1ccc2nc(N3CCN(CC)CC3)cc(C)c2c1",
  "mol_weight_g_mol": 442.7,
  "total_charge": 0,
  "de_lowest_kcal_mol": 0.0,
  "homo_energy_ev": -7.47,
  "species": ["C", "C", "C", "C", "N", "C", "C", "C", "N", "C", "S", "N", "C", "C", "C", "C", "N", "C", "N", "C", "C", "N", "C", "C", "C", "C", "C", "C", "C", "C", "C", "H", "H", "H", "H", "H", "H", "H", "H", "H", "H", "H", "H", "H", "H", "H", "H", "H", "H", "H", "H", "H", "H", "H", "H", "H", "H", "H", "H", "H", "H", "H", "H", "H", "H", "H", "H", "H", "H"],
  "positions_angstrom": [[-2.32125, 2.42558, -1.31764], [-1.33256, 1.34568, -0.89468], [-2.01705, 0.05228, -0.45313], [-2.84283, 0.22816, 0.82474], [-2.97707, -1.01810, 1.56820], [-3.37685, -0.78041, 2.94113], [-3.84798, -1.99659, 0.92654], [-3.38128, -3.41478, 1.27498], [-1.97251, -3.49478, 0.98898], [-1.39254, -4.47518, 0.28359], [-2.14438, -5.91203, -0.05203], [-0.11356, -4.28787, -0.16080], [0.57391, -3.06781, -0.24593], [1.15121, -2.70524, -1.47990], [1.75742, -1.49275, -1.63541], [1.80237, -0.56609, -0.57120], [2.33353, 0.64317, -0.80576], [2.37920, 1.53562, 0.16693], [2.98080, 2.72437, -0.12043], [2.76389, 3.94660, 0.61503], [1.67249, 4.78200, -0.06799], [2.10274, 5.07645, -1.41793], [1.35339, 6.11525, -2.09185], [-0.12267, 5.81747, -2.37829], [2.27267, 3.84822, -2.17023], [3.35516, 3.00527, -1.49073], [1.88799, 1.23262, 1.46983], [1.34168, 0.01161, 1.73876], [0.80592, -0.31066, 3.09886], [1.27169, -0.94883, 0.68854], [0.68712, -2.21753, 0.83395], [-1.79411, 3.30174, -1.68788], [-2.96805, 2.05805, -2.11136], [-2.94423, 2.73238, -0.48099], [-0.66862, 1.11489, -1.73112], [-0.70784, 1.71606, -0.07764], [-1.24490, -0.69519, -0.26452], [-2.64346, -0.31109, -1.27001], [-2.31243, 0.92669, 1.47806], [-3.82637, 0.66715, 0.59122], [-4.37404, -0.32049, 3.01767], [-3.39006, -1.72419, 3.48230], [-2.65593, -0.11927, 3.42087], [-3.77469, -1.87003, -0.15414], [-4.90150, -1.86730, 1.21775], [-3.91488, -4.16206, 0.68175], [-3.55482, -3.63381, 2.33432], [-1.51729, -2.58979, 1.04777], [0.19131, -5.01857, -0.79092], [1.09353, -3.39996, -2.30582], [2.19531, -1.20248, -2.57737], [3.69929, 4.51539, 0.60220], [2.49290, 3.74819, 1.64966], [0.72547, 4.21208, -0.04019], [1.53309, 5.72093, 0.47247], [1.86732, 6.31797, -3.03606], [1.42383, 7.01495, -1.47272], [-0.66906, 5.64749, -1.45322], [-0.57238, 6.66416, -2.89005], [-0.22173, 4.94075, -3.01414], [1.34599, 3.25075, -2.21649], [2.58189, 4.09809, -3.18671], [4.29486, 3.56465, -1.47807], [3.48522, 2.05717, -2.00936], [1.95051, 1.96389, 2.26048], [-0.25026, -0.56980, 3.03636], [0.91996, 0.53898, 3.76809], [1.33794, -1.16003, 3.52529], [0.34205, -2.53365, 1.80584]],
  "forces_ev_per_a": [[0.23, -0.09, 0.08], [-0.21, -0.12, -0.14], [0.05, 0.23, 0.10], [0.16, -0.11, -0.23], [-0.07, 0.14, 0.06], [0.01, -0.02, -0.02], [0.19, -0.25, 0.06], [-0.41, 0.03, 0.05], [0.47, 0.28, -0.33], [-0.15, -0.09, 0.16], [-0.27, -0.64, -0.19], [0.24, -0.07, -0.07], [0.06, 0.44, 0.37], [-0.01, 0.11, 0.01], [-0.06, -0.16, 0.05], [-0.32, -0.34, 0.55], [0.15, 0.60, 0.02], [0.00, -0.70, -0.30], [0.24, 0.22, -0.03], [-0.35, 0.23, 0.21], [0.27, -0.01, 0.14], [0.06, -0.02, 0.06], [-0.22, 0.06, -0.08], [0.34, 0.01, 0.09], [0.28, -0.09, 0.09], [-0.04, -0.09, -0.49], [-0.16, -0.11, 0.18], [0.07, 0.27, -0.09], [0.09, 0.07, -0.04], [0.22, 0.17, -0.47], [0.10, -0.28, -0.21], [-0.01, 0.14, -0.04], [-0.12, -0.01, -0.10], [-0.13, 0.09, 0.06], [0.08, 0.03, 0.04], [0.12, -0.01, 0.02], [-0.05, -0.08, -0.01], [-0.01, -0.08, -0.06], [-0.04, 0.07, 0.01], [0.01, 0.06, 0.09], [-0.02, 0.00, 0.01], [-0.03, -0.01, 0.12], [0.00, 0.01, 0.07], [-0.03, -0.02, 0.00], [0.03, 0.04, -0.04], [0.06, 0.11, 0.13], [-0.08, -0.03, -0.09], [-0.01, -0.09, 0.04], [-0.18, 0.04, 0.19], [-0.03, -0.04, -0.10], [0.04, 0.04, -0.10], [-0.09, 0.00, 0.07], [0.06, 0.00, -0.03], [0.00, 0.05, 0.04], [-0.04, 0.00, 0.02], [-0.01, 0.08, 0.05], [0.03, 0.02, -0.10], [-0.12, -0.04, 0.05], [-0.10, 0.07, -0.06], [-0.09, -0.09, -0.06], [0.01, 0.00, -0.06], [-0.02, -0.03, -0.04], [-0.04, 0.00, -0.04], [0.08, 0.20, 0.01], [-0.01, 0.02, 0.07], [-0.11, -0.06, 0.04], [-0.01, 0.01, 0.05], [-0.02, -0.08, 0.08], [-0.09, -0.05, 0.08]],
  "lowdin_charge": [-0.10, -0.26, -0.19, -0.20, -0.25, -0.09, -0.17, -0.20, 0.00, -0.87, 0.60, 0.04, -0.24, -0.01, 0.00, -0.23, 0.16, -0.28, -0.07, -0.13, -0.17, -0.19, -0.25, -0.09, -0.17, -0.14, 0.04, -0.20, -0.03, -0.13, 0.01, 0.05, 0.08, 0.07, 0.10, 0.09, 0.09, 0.11, 0.12, 0.13, 0.09, 0.08, 0.08, 0.12, 0.13, 0.07, 0.11, 0.09, 0.11, 0.11, 0.11, 0.13, 0.11, 0.12, 0.13, 0.11, 0.11, 0.06, 0.07, 0.06, 0.12, 0.13, 0.13, 0.11, 0.10, 0.07, 0.08, 0.09, 0.12]
}

---

Sequential calculated total energy output: -2128.0890; -2997.3653; -1664.0792 a.u.